#one
The ion C5H13N2 with charge +1. Source: the Open Molecules 2025 dataset; level of theory: ωB97M-V with the def2-TZVPD basis set.

Each line ends with the Mulliken charge.
CARTESIAN COORDINATES (ANGSTROEM)
C  2.59321  1.03917  1.05853  -1.19
C  1.25374  1.60106  0.50674  -0.42
C  -0.08434  1.00594  1.10688  -0.70
C  -0.52091  -0.38957  0.73823  -0.77
N  -0.56091  -1.13340  -2.14059  -0.25
C  -1.45973  -1.46018  -1.19158  0.01
N  -1.64782  -0.81934  -0.06356  -0.11
H  2.32855  0.52336  1.90315  0.36
H  2.94248  0.31826  0.43428  0.37
H  3.37634  1.79310  1.14602  0.34
H  1.16106  2.67662  0.72249  0.36
H  1.05313  1.48613  -0.63760  0.17
H  0.00536  0.98130  2.12884  0.39
H  -0.79807  1.90539  0.89363  0.36
H  -0.55626  -1.10570  1.60167  0.38
H  0.33445  -0.77997  0.23558  0.50
H  -0.15158  -0.21027  -2.08434  0.25
H  -0.19980  -1.89947  -2.64384  0.25
H  -2.05376  -2.30551  -1.59958  0.38
H  -2.67266  -0.49268  0.01590  0.34

Charge ... +1
Orbital gap ... 10.1 eV
Molar mass ... 101.17 g mol⁻¹
LUMO level ... -4.58 eV
Structure (SMILES) ... CCCC/[NH+]=C\N



#two
The ion C5H13N2 with charge +1. Source: the Open Molecules 2025 dataset; level of theory: ωB97M-V with the def2-TZVPD basis set.

Each line ends with the Mulliken charge.
CARTESIAN COORDINATES (ANGSTROEM)
C  -0.26594  -0.56056  -0.41190  0.44
C  0.98245  0.17499  0.37539  -0.09
C  -1.25942  0.46628  0.21320  -0.38
C  -0.47603  -2.03020  -0.07423  -1.32
C  2.30693  0.01466  -0.27485  -1.50
N  -2.17898  1.25853  -0.37780  -0.44
N  0.13263  1.37275  0.56607  -0.23
H  -0.17000  -0.43491  -1.56712  0.32
H  1.11047  -0.34331  1.42963  0.26
H  -1.62713  0.19895  1.19379  0.42
H  -1.52343  -2.31306  -0.34019  0.36
H  -0.27700  -2.06829  0.98706  0.35
H  0.16292  -2.65519  -0.67387  0.37
H  2.43032  0.38575  -1.21135  0.45
H  2.50325  -1.01719  -0.22138  0.39
H  3.18559  0.61483  0.36686  0.31
H  -2.95472  1.54139  0.23563  0.26
H  -2.56097  1.25547  -1.33649  0.24
H  0.11106  2.07880  1.38289  0.36
H  0.36799  2.06031  -0.26133  0.42

Charge ... +1
Orbital gap ... 11.6 eV
Molar mass ... 101.17 g mol⁻¹
LUMO level ... -2.97 eV
Structure (SMILES) ... C[C@H]1[C@H](N)[NH2+][C@@H]1C



Relative energy of each structure, in eV: #one 0.321; #two 0.000.



#one
A cluster of 2 separate species, C5H13N2 in total. Source: the Open Molecules 2025 dataset; level of theory: ωB97M-V with the def2-TZVPD basis set.

Each line ends with the Mulliken charge.
CARTESIAN COORDINATES (ANGSTROEM)
C  2.32026  -0.06696  0.55784  -0.45
C  1.94933  0.00595  -0.93632  -0.68
C  0.41892  0.20135  -1.28407  0.02
C  -0.58855  -0.54550  -0.69874  -0.49
N  -1.97419  -0.17954  -0.63528  -0.18
C  -2.25657  1.06664  0.10358  -0.67
N  0.12446  -0.59767  2.02939  -0.48
H  3.15701  -0.84806  0.69959  0.30
H  2.68904  0.81318  0.98228  0.39
H  2.52380  0.65133  -1.59068  0.47
H  1.97990  -0.95347  -1.43573  0.29
H  0.12616  1.06957  -1.94847  0.40
H  -0.20533  -1.38370  -0.03040  0.42
H  -2.63217  -0.90360  -0.50993  0.30
H  -2.06027  0.89172  1.30344  0.10
H  -1.57094  1.84347  -0.12609  0.32
H  -3.29855  1.47744  -0.00534  0.33
H  0.37361  -1.05561  2.88315  0.27
H  1.24511  -0.31395  1.15955  0.09
H  -0.43960  0.18332  2.40622  0.27

Charge ... +1
Orbital gap ... 4.5 eV
Molar mass ... 101.17 g mol⁻¹
LUMO level ... -8.14 eV



#two
A cluster of 2 separate species, C5H13N2 in total. Source: the Open Molecules 2025 dataset; level of theory: ωB97M-V with the def2-TZVPD basis set.

Each line ends with the Mulliken charge.
CARTESIAN COORDINATES (ANGSTROEM)
C  1.16940  -0.25912  1.20147  -0.73
C  1.49918  -1.05431  -0.15996  -0.56
C  0.06379  -0.81696  -0.67735  -0.23
C  -1.46459  -0.42277  1.42844  -1.40
C  -0.24886  -0.02035  0.54130  1.04
N  -0.56916  -1.19101  -1.69695  -0.25
N  -0.10720  2.52103  -0.97279  -0.86
H  1.10375  -0.86280  2.10045  0.33
H  1.81009  0.70151  1.44894  0.25
H  2.31749  -0.78436  -0.75490  0.41
H  1.48761  -2.12324  -0.08512  0.32
H  -2.42003  -0.18857  1.03211  0.40
H  -1.38884  -0.12844  2.52712  0.35
H  -1.45734  -1.56763  1.45301  0.35
H  -0.33681  1.12614  0.20494  0.24
H  -1.54525  -1.43716  -1.71660  0.30
H  -0.11639  -1.76754  -2.38115  0.29
H  -0.50063  3.48980  -0.86718  0.24
H  -0.20117  2.15954  -1.96603  0.24
H  0.90497  2.62625  -0.65975  0.28

Charge ... +1
Orbital gap ... 9.4 eV
Molar mass ... 101.17 g mol⁻¹
LUMO level ... -4.07 eV



#three
The ion C5H13N2 with charge +1. Source: the Open Molecules 2025 dataset; level of theory: ωB97M-V with the def2-TZVPD basis set.

Each line ends with the Mulliken charge.
CARTESIAN COORDINATES (ANGSTROEM)
C  -0.66103  0.02848  2.19995  -0.64
C  -1.01966  -0.56226  0.89980  -0.10
C  0.02862  -0.27038  -0.08753  -0.33
C  -0.14557  0.16906  -1.38700  -0.40
N  0.95356  0.30845  -2.30626  -0.27
C  0.64341  1.15134  -3.45029  -0.93
N  0.18140  -0.97823  2.99257  -0.40
H  -0.27633  1.11672  2.36044  0.35
H  -1.49405  0.04595  2.95075  0.31
H  -1.31886  -1.69019  0.82795  0.26
H  -2.01984  0.03532  0.58764  0.26
H  1.03784  -0.58143  0.05862  0.23
H  -1.15641  0.45150  -1.71603  0.32
H  1.89419  0.29462  -2.02357  0.27
H  -0.06247  0.76119  -4.09956  0.31
H  0.52493  2.17676  -3.06251  0.35
H  1.62954  1.22334  -4.05522  0.30
H  1.15539  -0.90164  2.55802  0.37
H  -0.15996  -1.99366  2.74774  0.39
H  0.26530  -0.78493  4.00449  0.36

Charge ... +1
Orbital gap ... 7.5 eV
Molar mass ... 101.17 g mol⁻¹
LUMO level ... -3.68 eV
Structure (SMILES) ... CN/C=C/CC[NH3+]



#four
A cluster of 2 separate species, C5H13N2 in total. Source: the Open Molecules 2025 dataset; level of theory: ωB97M-V with the def2-TZVPD basis set.

Each line ends with the Mulliken charge.
CARTESIAN COORDINATES (ANGSTROEM)
C  -2.73754  1.36788  0.84655  -0.30
C  0.55612  -2.22649  -0.45673  -1.74
C  0.81660  1.51311  0.11886  -1.15
C  0.19408  -0.96057  0.33765  0.02
C  1.17194  0.18899  -0.12602  0.58
N  -2.01819  0.86816  -0.08056  -0.48
N  2.24688  -0.17402  -0.70682  -0.20
H  -2.43477  1.43791  1.86175  0.27
H  -3.81874  1.75937  0.72893  0.24
H  1.34516  -2.77201  -0.16801  0.46
H  -0.33515  -2.96750  -0.40048  0.33
H  0.60354  -1.96150  -1.52179  0.49
H  1.58105  2.26809  -0.05923  0.40
H  0.62182  1.71657  1.13084  0.34
H  -0.16966  1.70681  -0.34243  0.30
H  0.49439  -1.34740  1.45479  0.28
H  -0.82115  -0.71017  0.46654  0.38
H  2.21531  -1.19597  -0.97802  0.31
H  2.93536  0.49570  -1.08817  0.29
H  -2.44707  0.99304  -1.01767  0.18

Charge ... +1
Orbital gap ... 10.0 eV
Molar mass ... 101.17 g mol⁻¹
LUMO level ... -3.78 eV



Relative energy of each structure, in eV: #one 5.765; #two 0.000; #three 0.554; #four 0.221.



#one
The molecule C3H5N. Source: the Open Molecules 2025 dataset; level of theory: ωB97M-V with the def2-TZVPD basis set.

Each line ends with the Mulliken charge.
CARTESIAN COORDINATES (ANGSTROEM)
C  -0.69367  -0.38016  1.49323  -0.61
C  0.06882  0.27511  0.64927  -0.11
C  0.28325  -0.09632  -1.04765  -0.11
N  0.81772  0.81751  -1.72085  -0.52
H  -0.55579  -0.03800  2.45807  0.27
H  -1.45070  -1.14132  1.19952  0.24
H  0.71885  1.03235  1.09462  0.25
H  -0.09943  -1.02917  -1.41022  0.35
H  0.91095  0.56000  -2.71600  0.25

Charge ... 0
Orbital gap ... 11.2 eV
Molar mass ... 55.08 g mol⁻¹
LUMO level ... 1.16 eV
Structure (SMILES) ... [H]/N=C/C=C



#two
The molecule C3H5N. Source: the Open Molecules 2025 dataset; level of theory: ωB97M-V with the def2-TZVPD basis set.

Each line ends with the Mulliken charge.
CARTESIAN COORDINATES (ANGSTROEM)
C  0.93724  -0.46332  -0.00787  -1.02
C  -0.18273  0.54340  -0.02458  -0.16
C  -1.48855  -0.02758  -0.01259  0.23
H  0.87715  -1.20674  -0.83193  0.30
H  1.89799  -0.03591  -0.10006  0.33
H  0.88074  -0.94031  0.98166  0.28
H  -0.15845  1.22236  0.86887  0.21
H  -0.14815  1.26288  -0.86556  0.25
N  -2.61524  -0.35478  -0.00794  -0.42

Charge ... 0
Orbital gap ... 12.2 eV
Molar mass ... 55.08 g mol⁻¹
LUMO level ... 0.78 eV
Structure (SMILES) ... CCC#N



Relative energy of each structure, in eV: #one 1.740; #two 0.000.



#one
A cluster of 2 separate species, C3H5N in total. Source: the Open Molecules 2025 dataset; level of theory: ωB97M-V with the def2-TZVPD basis set.

Each line ends with the Mulliken charge.
CARTESIAN COORDINATES (ANGSTROEM)
C  -0.86627  -2.08397  -0.32171  -0.62
C  0.43484  0.13395  0.33931  -0.91
C  0.57526  1.34011  -0.08501  0.67
N  0.61233  2.53368  -0.29572  -0.45
H  -1.10503  -2.32699  0.72332  0.17
H  -1.79863  -1.67219  -0.74850  0.19
H  0.75011  -0.13867  1.33048  0.26
H  -0.00729  -0.77389  -0.21629  0.40
H  1.40469  2.98798  -0.72587  0.29

Charge ... 0
Orbital gap (spin up / spin down) ... 8.0 / 8.1 eV
Molar mass ... 55.08 g mol⁻¹
LUMO level (spin up / spin down) ... -1.10 / -1.02 eV



#two
A cluster of 2 separate species, C3H5N in total. Source: the Open Molecules 2025 dataset; level of theory: ωB97M-V with the def2-TZVPD basis set.

Each line ends with the Mulliken charge.
CARTESIAN COORDINATES (ANGSTROEM)
C  -2.16608  0.47138  -0.01463  -0.17
C  -1.60496  -0.56515  0.01724  -0.73
C  1.85399  -0.80840  0.31978  -0.43
N  1.22259  0.27365  0.00339  -0.18
H  -2.36731  1.48800  -0.01516  0.42
H  0.17147  0.12271  -0.24760  0.19
H  -1.36232  -1.53850  -0.11713  0.50
H  2.90354  -0.63663  0.46576  0.15
H  1.34908  1.19295  -0.41165  0.26

Charge ... 0
Orbital gap ... 9.0 eV
Molar mass ... 55.08 g mol⁻¹
LUMO level ... 0.99 eV



Relative energy of each structure, in eV: #one 1.036; #two 0.000.